Here is C22H63HgO12 as an isolated structure at a distorted geometry from OMol25. Energies are from wB97M-V/def2-TZVPD.

Last column: Mulliken charge in e.
Element x y z (Å)
1 Hg 0.42268 3.38861 0.99379  1.125
2 C 0.86278 -0.45395 -0.31067  -0.792
3 C 0.90130 0.99520 0.05175  1.285
4 O 0.80051 1.91489 -0.80714  -0.995
5 O 0.82788 1.35925 1.29612  -0.898
6 H -0.09642 -0.64202 -0.75771  0.261
7 H 1.15727 -1.04301 0.54054  0.233
8 H 1.55443 -0.62680 -1.13082  0.363
9 C 0.95349 -4.00338 4.89963  -0.961
10 C 1.23647 -3.10892 3.63489  -0.206
11 O 0.10141 -2.23909 3.34696  -0.467
12 H 0.45464 -3.29660 5.61159  0.230
13 H 1.85706 -4.42406 5.33968  0.376
14 H 0.18900 -4.81080 4.64348  0.136
15 H 1.39784 -3.77228 2.80304  0.188
16 H 2.10653 -2.46792 3.76047  0.434
17 H -0.37950 -2.83549 2.75134  0.244
18 C -2.09052 -3.88731 0.79510  -0.553
19 C -1.53160 -5.15628 1.33629  -0.380
20 O -0.99261 -5.01455 2.63636  -0.388
21 H -2.83271 -3.47462 1.46806  0.451
22 H -2.63842 -4.02601 -0.12794  0.321
23 H -1.34712 -3.12252 0.56738  -0.196
24 H -0.69137 -5.47244 0.70525  0.153
25 H -2.29489 -5.97991 1.31320  0.358
26 H -1.70454 -5.23324 3.21481  0.274
27 C -2.68712 -2.21536 -3.38845  -0.518
28 C -3.08041 -3.56590 -3.96062  -0.418
29 O -2.74791 -4.51412 -2.97265  -0.415
30 H -1.67495 -2.22800 -3.08009  -0.125
31 H -3.17595 -1.97598 -2.41194  0.279
32 H -2.97366 -1.44301 -4.09378  0.371
33 H -2.46202 -3.64188 -4.82690  0.287
34 H -4.15980 -3.61439 -4.22918  0.351
35 H -3.14264 -5.36542 -3.16720  0.234
36 C -3.62409 0.95353 3.63970  -1.128
37 C -3.06312 1.76806 2.51660  -0.009
38 O -1.67899 2.09803 2.80056  -0.394
39 H -2.80748 0.33321 4.03624  0.269
40 H -4.41220 0.29866 3.32619  0.353
41 H -3.98110 1.60917 4.43824  0.288
42 H -3.55951 2.71467 2.28850  0.299
43 H -3.12518 1.07991 1.67618  0.144
44 H -1.22061 1.31664 3.14860  0.225
45 C 2.19033 -3.76315 -1.35694  -1.169
46 C 0.86603 -3.79921 -2.12508  0.539
47 O -0.09600 -4.66989 -1.47423  -0.506
48 H 2.00003 -3.32585 -0.40368  0.105
49 H 2.90475 -3.20137 -1.95414  0.343
50 H 2.62745 -4.74980 -1.20697  0.401
51 H 0.99701 -4.17453 -3.16409  0.307
52 H 0.53936 -2.77492 -2.09103  -0.330
53 H -0.96449 -4.68323 -1.99265  0.291
54 C -5.93619 1.58575 -1.31359  -1.103
55 C -4.55066 2.20254 -1.54040  -0.174
56 O -3.67286 1.24450 -2.07600  -0.416
57 H -6.62691 2.37321 -1.02572  0.376
58 H -5.94092 0.75784 -0.62483  0.285
59 H -6.33828 1.19798 -2.26842  0.327
60 H -4.03636 2.55970 -0.65526  0.113
61 H -4.71018 2.92517 -2.30371  0.344
62 H -3.88680 1.06613 -3.01207  0.249
63 C 1.24188 -0.63450 -4.66141  -0.678
64 C 0.46902 0.66630 -4.56829  -0.202
65 O 0.86293 1.40081 -3.38005  -0.343
66 H 0.87275 -1.21702 -5.51278  0.369
67 H 1.11452 -1.18130 -3.71927  -0.084
68 H 2.31384 -0.41068 -4.76202  0.330
69 H -0.61152 0.46356 -4.61108  0.152
70 H 0.66044 1.26233 -5.48129  0.291
71 H 0.06011 1.57340 -2.89197  0.208
72 C -0.58104 7.81343 0.36081  -1.018
73 C -0.48992 6.29557 -0.01262  -0.369
74 O -0.02790 5.44874 1.04699  -0.425
75 H -1.18932 8.01411 1.25836  0.341
76 H -1.18642 8.22343 -0.49719  0.348
77 H 0.41056 8.33734 0.40714  0.282
78 H 0.20999 6.17422 -0.84042  0.356
79 H -1.42888 5.92830 -0.35734  0.362
80 H -0.70905 5.60531 1.74415  0.352
81 C 6.26888 0.48583 2.25439  -1.087
82 C 5.37921 -0.19126 1.30501  -0.011
83 O 4.65881 0.79319 0.55109  -0.423
84 H 5.75548 1.31923 2.73848  0.216
85 H 7.15021 0.91542 1.75193  0.259
86 H 6.65164 -0.14567 3.04453  0.370
87 H 4.68329 -0.91140 1.77368  0.158
88 H 5.99353 -0.75151 0.60317  0.304
89 H 4.61903 0.58471 -0.41904  0.253
90 C 4.94581 4.10814 0.66108  -1.196
91 C 3.67458 3.78090 1.42060  0.387
92 O 2.64902 4.61899 0.84318  -0.472
93 H 5.88544 3.72263 1.07637  0.308
94 H 5.07024 5.16672 0.58671  0.423
95 H 4.86974 3.72709 -0.34547  0.284
96 H 3.72031 3.84273 2.49105  0.314
97 H 3.33841 2.72589 1.16172  -0.304
98 H 2.68226 5.49958 1.25318  0.272

Charge: +1
Largest force on an atom: 2.48 eV/Å
DFT total energy: -1931.932147 Ha
Multiplicity: 1